No. 1
3 unconnected molecules or ions with the total composition C30H69BClN4O11P2 at a distorted geometry. Source: the Open Molecules 2025 dataset; level of theory: ωB97M-V with the def2-TZVPD basis set.

The geometry in ORCA input format:
```
! RIJCOSX wB97M-V def2-TZVPD def2/J DEFGRID3
* xyz -1 1
C -7.93 2.72 1.88
C -6.54 2.71 1.10
C -5.82 1.32 1.35
C -5.44 0.58 0.00
C -5.77 -0.96 0.07
C -4.72 -1.87 -0.70
C -4.03 -2.94 0.22
C -2.46 -2.92 0.19
C -1.91 -1.99 1.36
C -2.11 -0.49 0.92
C -0.88 0.45 1.16
C 0.26 -0.04 0.19
C 0.27 0.51 -1.29
N -1.02 0.66 -1.94
N 0.99 -0.57 -2.11
N 1.15 1.69 -1.47
C -1.41 1.92 0.84
O -0.65 2.84 0.48
O -2.67 2.18 0.91
N -0.33 0.38 2.55
B -1.30 0.46 3.66
C -0.88 -0.25 5.06
O -2.57 1.02 3.63
C 0.67 1.42 2.82
Cl 0.03 2.88 3.75
C 1.92 0.89 3.65
C 2.98 2.08 3.64
H -7.84 2.10 2.81
H -8.69 2.28 1.20
H -8.21 3.76 2.19
H -6.69 2.94 0.03
H -5.95 3.54 1.54
H -6.48 0.68 1.98
H -4.91 1.55 1.95
H -6.04 1.10 -0.79
H -4.36 0.69 -0.22
H -6.79 -1.10 -0.36
H -5.85 -1.29 1.14
H -5.34 -2.44 -1.44
H -4.02 -1.25 -1.31
H -4.34 -2.84 1.29
H -4.39 -3.95 -0.10
H -2.13 -2.54 -0.81
H -2.03 -3.96 0.25
H -0.84 -2.30 1.50
H -2.50 -2.28 2.26
H -2.41 -0.52 -0.15
H -3.03 -0.13 1.45
H 1.29 0.17 0.57
H 0.25 -1.16 0.09
H -0.87 1.11 -2.84
H -1.45 -0.25 -2.10
H 0.37 -1.39 -2.06
H 1.84 -0.85 -1.62
H 2.04 1.37 -1.85
H 0.71 2.38 -2.08
H -0.88 0.50 5.90
H 0.11 -0.74 5.02
H -1.63 -1.05 5.32
H -2.95 1.10 4.52
H 1.12 1.84 1.88
H 2.32 0.00 3.12
H 1.67 0.73 4.72
H 4.02 1.69 3.70
H 2.87 2.71 2.72
H 2.72 2.73 4.51
O -0.56 2.54 -6.41
P 0.24 3.42 -7.33
O 1.77 2.93 -6.93
C 2.16 1.60 -7.25
C 2.35 1.41 -8.74
O 0.19 4.81 -6.45
C -0.81 5.01 -5.44
C -0.28 4.61 -4.08
O 0.88 4.38 -8.58
C 0.27 4.26 -9.87
C -1.24 4.47 -9.81
H 1.43 0.89 -6.86
H 3.10 1.42 -6.73
H 1.39 1.43 -9.26
H 2.83 0.45 -8.96
H 2.97 2.22 -9.16
H -1.73 4.47 -5.69
H -1.06 6.07 -5.44
H 0.11 3.59 -4.08
H -1.05 4.70 -3.32
H 0.56 5.26 -3.80
H 0.50 3.28 -10.30
H 0.72 5.02 -10.51
H -1.73 3.67 -9.26
H -1.66 4.49 -10.82
H -1.48 5.41 -9.31
O 3.60 -3.78 5.48
P 4.79 -4.24 4.67
O 5.22 -2.82 3.96
C 5.70 -1.76 4.77
C 7.10 -2.06 5.30
O 3.98 -4.92 3.41
C 2.61 -5.30 3.53
C 1.71 -4.20 3.02
O 6.18 -4.98 4.03
C 6.98 -5.75 4.93
C 6.18 -6.80 5.68
H 5.01 -1.57 5.60
H 5.73 -0.87 4.15
H 7.06 -2.85 6.05
H 7.53 -1.17 5.76
H 7.75 -2.40 4.49
H 2.36 -5.58 4.56
H 2.47 -6.20 2.92
H 1.91 -3.24 3.52
H 0.66 -4.45 3.17
H 1.88 -4.03 1.95
H 7.48 -5.08 5.63
H 7.75 -6.23 4.33
H 5.46 -6.33 6.36
H 6.84 -7.44 6.26
H 5.61 -7.41 4.98
*
```

Output
- LUMO (eV) = 0.65



No. 2
10 unconnected molecules or ions with the total composition C30H70N10O10 at a distorted geometry. Source: the Open Molecules 2025 dataset; level of theory: ωB97M-V with the def2-TZVPD basis set.

The geometry in ORCA input format:
```
! RIJCOSX wB97M-V def2-TZVPD def2/J DEFGRID3
* xyz 0 1
C 4.90 4.06 -0.22
N 3.57 3.69 0.26
C 2.49 4.04 -0.48
C 1.15 3.51 0.00
O 2.62 4.58 -1.56
H 5.17 3.53 -1.13
H 5.62 3.86 0.58
H 4.94 5.14 -0.34
H 3.49 3.10 1.08
H 1.16 3.14 1.01
H 0.87 2.73 -0.70
H 0.46 4.35 -0.14
C 0.47 -2.07 -4.01
N 0.86 -2.43 -5.34
C 1.75 -3.39 -5.63
C 2.11 -3.57 -7.09
O 2.39 -3.97 -4.74
H 0.88 -2.67 -3.20
H -0.62 -2.17 -3.91
H 0.67 -1.03 -3.72
H 0.24 -2.13 -6.08
H 3.19 -3.64 -7.12
H 1.72 -2.74 -7.66
H 1.67 -4.50 -7.45
C -0.73 -3.41 1.02
N -0.48 -1.99 1.02
C 0.18 -1.38 0.01
C 0.30 0.12 0.10
O 0.78 -2.02 -0.85
H -0.87 -3.74 2.05
H 0.13 -3.92 0.61
H -1.66 -3.64 0.49
H -1.04 -1.43 1.63
H 0.05 0.59 -0.84
H 1.33 0.37 0.34
H -0.25 0.54 0.94
C -2.02 3.54 -1.73
N -2.11 4.96 -1.50
C -1.24 5.88 -2.02
C -1.29 7.25 -1.40
O -0.45 5.61 -2.88
H -1.80 3.22 -2.75
H -3.02 3.14 -1.50
H -1.33 3.01 -1.08
H -2.68 5.27 -0.74
H -0.24 7.52 -1.22
H -1.84 7.37 -0.47
H -1.63 8.03 -2.08
C 3.55 -0.71 -2.59
N 4.02 -1.74 -3.49
C 5.11 -1.51 -4.26
C 5.56 -2.65 -5.16
O 5.74 -0.47 -4.24
H 3.27 0.20 -3.12
H 4.27 -0.51 -1.80
H 2.65 -1.05 -2.07
H 3.36 -2.44 -3.80
H 4.96 -3.56 -5.08
H 6.54 -2.93 -4.77
H 5.65 -2.28 -6.17
C -4.04 4.62 4.64
N -3.15 4.44 3.50
C -1.87 3.97 3.63
C -1.05 3.82 2.36
O -1.39 3.66 4.71
H -4.12 5.67 4.89
H -3.71 3.99 5.46
H -5.00 4.19 4.34
H -3.30 5.06 2.71
H -1.60 3.92 1.43
H -0.50 2.89 2.52
H -0.32 4.65 2.43
C 2.65 4.41 5.04
N 2.16 3.29 4.24
C 2.88 2.45 3.45
C 4.36 2.36 3.67
O 2.31 1.70 2.66
H 2.76 4.18 6.09
H 1.95 5.23 4.91
H 3.59 4.78 4.62
H 1.16 3.27 4.11
H 4.53 1.31 3.94
H 4.68 2.93 4.55
H 4.98 2.57 2.80
C 2.34 -7.56 -3.80
N 1.55 -6.41 -3.43
C 0.57 -6.49 -2.51
C -0.11 -5.17 -2.18
O 0.24 -7.54 -1.99
H 3.10 -7.27 -4.51
H 1.74 -8.36 -4.23
H 2.81 -7.98 -2.91
H 1.89 -5.53 -3.80
H -0.74 -4.81 -2.99
H 0.60 -4.42 -1.82
H -0.71 -5.36 -1.29
C -6.85 -3.00 5.10
N -5.79 -3.96 4.94
C -4.78 -3.79 4.05
C -3.77 -4.91 4.06
O -4.74 -2.86 3.25
H -6.71 -2.40 6.00
H -7.82 -3.50 5.11
H -6.81 -2.29 4.27
H -5.76 -4.68 5.64
H -4.15 -5.73 3.45
H -3.59 -5.30 5.07
H -2.80 -4.58 3.71
C -3.11 0.77 2.87
N -3.51 -0.27 1.92
C -3.53 -0.03 0.58
C -3.89 -1.21 -0.29
O -3.22 1.05 0.09
H -2.24 1.31 2.50
H -2.81 0.32 3.82
H -3.92 1.47 3.08
H -4.01 -1.06 2.29
H -4.73 -1.80 0.08
H -3.05 -1.86 -0.53
H -4.21 -0.78 -1.24
*
```

Output
- LUMO (eV) = 0.25
- relative energy (zero: lowest compared OMol25 entry of this formula, charge and spin) (kJ/mol) = 140.9
- structure (SMILES) = CNC(C)=O.CNC(C)=O.CNC(C)=O.CNC(C)=O.CNC(C)=O.CNC(C)=O.CNC(C)=O.CNC(C)=O.CNC(C)=O.CNC(C)=O



No. 3
10 unconnected molecules or ions with the total composition C30H70N10O10 at a distorted geometry. Source: the Open Molecules 2025 dataset; level of theory: ωB97M-V with the def2-TZVPD basis set.

The geometry in ORCA input format:
```
! RIJCOSX wB97M-V def2-TZVPD def2/J DEFGRID3
* xyz 0 1
C 1.75 17.64 35.21
N 2.07 18.84 34.48
C 1.45 20.06 34.95
C 3.06 18.86 33.55
O 3.45 19.84 32.98
H 0.69 17.39 35.14
H 1.99 17.75 36.27
H 2.29 16.76 34.85
H 1.50 20.21 36.03
H 1.73 20.98 34.47
H 0.38 19.93 34.72
H 3.43 17.84 33.33
C -2.17 21.77 30.79
N -1.12 20.88 31.27
C -1.32 19.47 31.11
C 0.02 21.40 31.79
O 0.28 22.58 31.87
H -3.05 21.64 31.42
H -2.39 21.50 29.75
H -1.83 22.80 30.80
H -1.54 19.23 30.06
H -0.41 18.94 31.39
H -2.17 19.10 31.69
H 0.69 20.57 32.09
C 6.74 29.24 35.26
N 6.32 28.98 36.60
C 7.24 29.36 37.66
C 5.16 28.38 36.90
O 4.78 28.11 38.03
H 7.60 28.66 34.90
H 7.09 30.28 35.16
H 5.99 29.09 34.49
H 6.68 29.55 38.57
H 7.99 28.59 37.85
H 7.77 30.26 37.33
H 4.58 28.10 36.00
C 1.60 19.73 38.53
N 1.24 21.12 38.51
C 2.08 22.04 39.26
C 0.01 21.51 38.09
O -0.40 22.65 38.08
H 1.90 19.45 39.55
H 2.44 19.51 37.87
H 0.75 19.11 38.25
H 1.94 23.05 38.88
H 1.72 22.07 40.30
H 3.14 21.82 39.26
H -0.61 20.65 37.78
C 2.75 31.41 33.81
N 3.62 30.60 32.99
C 4.83 31.20 32.50
C 3.48 29.25 32.85
O 4.26 28.57 32.23
H 1.86 30.87 34.12
H 2.49 32.31 33.25
H 3.23 31.74 34.74
H 5.68 30.80 33.05
H 5.03 31.00 31.45
H 4.73 32.28 32.52
H 2.61 28.88 33.41
C -0.60 28.15 37.31
N -1.61 28.90 36.62
C -1.15 29.95 35.77
C -2.93 28.65 36.80
O -3.83 29.13 36.13
H 0.10 27.65 36.63
H -0.93 27.40 38.02
H 0.06 28.85 37.84
H -0.83 30.82 36.37
H -0.32 29.62 35.15
H -1.95 30.28 35.11
H -3.10 27.97 37.65
C 1.25 24.04 34.99
N 1.83 25.22 35.57
C 2.06 25.12 36.99
C 1.73 26.41 34.94
O 1.81 27.49 35.48
H 1.91 23.17 34.99
H 1.01 24.12 33.92
H 0.32 23.77 35.49
H 3.09 25.42 37.20
H 1.40 25.75 37.60
H 1.96 24.09 37.30
H 1.59 26.25 33.85
C 7.06 25.71 38.93
N 6.13 25.09 39.87
C 4.72 25.35 39.64
C 6.56 24.52 41.02
O 5.84 24.07 41.89
H 7.04 26.79 39.08
H 6.73 25.44 37.93
H 8.06 25.29 39.04
H 4.53 26.40 39.85
H 4.44 24.98 38.66
H 4.15 24.84 40.42
H 7.66 24.52 41.11
C -2.24 21.40 35.01
N -3.04 22.46 34.45
C -2.42 23.74 34.36
C -4.38 22.32 34.32
O -5.13 23.17 33.88
H -2.85 20.51 35.13
H -1.75 21.70 35.94
H -1.43 21.15 34.30
H -2.08 24.05 35.34
H -1.55 23.78 33.68
H -3.08 24.45 33.86
H -4.74 21.33 34.64
C 1.93 25.91 42.24
N 0.93 26.37 41.31
C 0.06 25.36 40.73
C 0.70 27.68 41.09
O -0.08 28.12 40.28
H 2.67 25.22 41.84
H 1.51 25.59 43.19
H 2.61 26.75 42.45
H 0.64 24.71 40.05
H -0.32 24.73 41.54
H -0.65 25.84 40.08
H 1.33 28.34 41.71
*
```

Output
- LUMO (eV) = 0.07
- relative energy (zero: lowest compared OMol25 entry of this formula, charge and spin) (kJ/mol) = 654.2
- structure (SMILES) = CN(C)C=O.CN(C)C=O.CN(C)C=O.CN(C)C=O.CN(C)C=O.CN(C)C=O.CN(C)C=O.CN(C)C=O.CN(C)C=O.CN(C)C=O



No. 4
5 unconnected molecules or ions with the total composition C30H71F3N5O9 at a distorted geometry. Source: the Open Molecules 2025 dataset; level of theory: ωB97M-V with the def2-TZVPD basis set.

The geometry in ORCA input format:
```
! RIJCOSX wB97M-V def2-TZVPD def2/J DEFGRID3
* xyz 1 1
O -2.86 -1.79 1.69
C -2.82 -1.48 0.31
C -1.42 -1.08 -0.12
N -0.68 -0.24 0.87
C -0.46 1.19 0.46
C -0.80 2.17 1.63
C -2.19 2.71 1.39
F -3.22 2.14 2.03
C -2.36 3.73 0.53
F -1.87 4.89 0.72
F -3.02 3.55 -0.58
H -3.52 -2.48 1.85
H -3.07 -2.39 -0.25
H -3.59 -0.76 0.02
H -1.52 -0.54 -1.07
H -0.85 -1.98 -0.37
H 0.25 -0.67 0.97
H -1.09 -0.24 1.82
H -1.08 1.47 -0.39
H 0.58 1.36 0.20
H -0.74 1.68 2.61
H -0.11 3.02 1.65
C 5.68 -3.69 0.61
O 5.14 -4.54 1.61
C 4.67 -3.85 2.76
C 3.17 -3.97 2.88
N 2.49 -3.20 1.83
C 1.06 -3.45 1.75
C 0.61 -4.85 1.31
O 0.94 -5.15 -0.02
C 2.23 -5.72 -0.21
H 6.10 -4.33 -0.17
H 4.91 -3.06 0.17
H 6.48 -3.07 1.02
H 4.99 -2.80 2.76
H 5.13 -4.33 3.63
H 2.85 -3.60 3.86
H 2.91 -5.04 2.81
H 2.91 -3.43 0.94
H 0.66 -2.73 1.02
H 0.60 -3.21 2.71
H -0.48 -4.86 1.36
H 0.95 -5.63 2.00
H 2.55 -6.32 0.64
H 2.97 -4.94 -0.42
H 2.19 -6.37 -1.08
C 3.90 10.30 2.80
O 3.58 9.06 3.41
C 2.40 9.11 4.20
C 1.32 8.24 3.59
N 0.81 8.83 2.35
C -0.07 7.95 1.59
C 0.55 6.68 1.00
O 1.50 6.92 -0.02
C 2.83 7.13 0.42
H 4.87 10.19 2.31
H 3.16 10.57 2.04
H 3.98 11.10 3.54
H 2.04 10.14 4.35
H 2.65 8.71 5.18
H 0.49 8.14 4.30
H 1.75 7.25 3.41
H 1.60 9.08 1.76
H -0.47 8.54 0.76
H -0.92 7.67 2.22
H -0.26 6.12 0.52
H 0.96 6.01 1.77
H 3.05 6.57 1.33
H 3.03 8.19 0.59
H 3.50 6.79 -0.36
C -6.26 7.21 0.06
O -5.33 7.30 -1.01
C -4.68 6.07 -1.30
C -5.10 5.56 -2.67
N -6.48 5.11 -2.67
C -7.02 4.82 -4.00
C -7.17 5.98 -4.97
O -8.15 6.93 -4.58
C -7.68 7.96 -3.72
H -6.62 8.22 0.27
H -7.11 6.59 -0.20
H -5.78 6.82 0.96
H -4.87 5.31 -0.53
H -3.61 6.27 -1.31
H -4.45 4.73 -2.96
H -4.94 6.38 -3.39
H -7.06 5.83 -2.24
H -8.01 4.38 -3.85
H -6.40 4.04 -4.46
H -7.52 5.57 -5.92
H -6.21 6.48 -5.19
H -6.63 8.21 -3.91
H -7.82 7.69 -2.67
H -8.29 8.85 -3.91
C 4.94 -12.96 -0.88
O 4.75 -12.19 -2.05
C 3.68 -12.64 -2.87
C 2.57 -11.62 -2.91
N 1.88 -11.55 -1.63
C 0.94 -10.43 -1.52
C 1.53 -9.02 -1.53
O 2.32 -8.71 -0.40
C 3.69 -9.07 -0.52
H 5.83 -12.60 -0.38
H 4.09 -12.85 -0.20
H 5.08 -14.02 -1.13
H 3.31 -13.62 -2.55
H 4.08 -12.76 -3.89
H 1.85 -11.89 -3.69
H 3.02 -10.65 -3.18
H 2.57 -11.46 -0.89
H 0.41 -10.56 -0.57
H 0.20 -10.52 -2.31
H 0.68 -8.32 -1.50
H 2.07 -8.80 -2.46
H 4.05 -9.01 -1.55
H 3.87 -10.07 -0.12
H 4.27 -8.37 0.09
*
```

Output
- LUMO (eV) = -3.07